(1)
A 9-piece molecular cluster, C51H52N10O3 overall at a distorted geometry, computed with ωB97M-V/def2-TZVPD.

Its SMILES is C=C[C@](C)(C#N)[C@@H](C#N)CC(=O)OC(C)=O.c1ccncc1.c1ccncc1.c1ccncc1.c1ccncc1.c1ccncc1.c1ccncc1.c1ccncc1.c1ccncc1. As for the calculated total energy: -2747.59290 Ha. The orbital gap comes out at 8.61 eV. As for the maximum force: 7.04 eV/Å. As for the HOMO energy: -9.085 eV.

Each line ends with the Löwdin charge.
Atoms and positions in Å:
O  -8.964  6.633  0.133  0.095
O  -8.506  4.320  1.907  0.061
O  -8.445  4.414  -0.419  0.014
N  -2.109  5.080  1.672  0.156
N  7.226  -8.034  -1.332  0.053
N  2.748  -6.855  -0.537  0.055
N  -4.173  7.842  1.853  0.158
N  4.044  10.769  7.365  0.055
N  6.088  -5.420  -6.364  0.050
N  1.218  8.702  3.888  0.051
N  -1.771  -5.175  -3.199  0.054
N  -4.982  -2.023  -1.146  0.050
N  -2.748  1.727  -3.048  0.053
C  -6.285  -4.418  -1.755  -0.075
C  -5.435  -2.286  -2.386  -0.159
C  -6.088  -3.456  -2.736  -0.069
C  -8.062  5.807  -0.207  -0.296
C  -5.470  5.704  0.582  -0.186
C  -8.012  2.117  0.733  0.002
C  4.256  10.569  8.677  -0.160
C  9.185  -7.903  0.655  -0.077
C  2.871  8.666  7.315  -0.072
C  7.171  -6.556  -4.537  -0.073
C  -4.791  6.891  1.449  -0.115
C  -1.759  -0.436  -2.662  -0.061
C  -6.541  6.302  -0.453  -0.031
C  8.484  -5.353  -6.137  -0.081
C  7.302  -5.024  -6.781  -0.159
C  -1.008  -4.349  -1.070  -0.078
C  -0.759  9.924  4.516  -0.073
C  -1.657  2.050  -3.763  -0.159
C  7.050  -7.307  -0.213  -0.146
C  8.392  -8.694  -1.445  -0.151
C  -0.645  -0.075  -3.407  -0.070
C  -0.942  8.032  3.060  -0.082
C  6.047  -6.177  -5.254  -0.152
C  3.107  8.485  8.670  -0.084
C  0.433  7.890  3.160  -0.150
C  0.186  -5.043  -1.212  -0.079
C  -2.777  0.492  -2.514  -0.168
C  0.608  9.700  4.549  -0.166
C  7.992  -7.210  0.799  -0.066
C  -3.796  5.098  -1.484  -0.048
C  -4.352  4.717  -0.030  -0.366
C  3.574  -8.019  1.403  -0.076
C  -1.546  9.071  3.754  -0.084
C  3.358  9.815  6.712  -0.161
C  3.814  9.454  9.369  -0.084
C  2.884  -6.983  0.794  -0.147
C  -5.827  -4.176  -0.468  -0.075
C  4.031  -8.878  -0.784  -0.084
C  -0.605  -5.836  -3.311  -0.150
C  8.412  -6.134  -4.992  -0.082
C  4.157  -8.983  0.594  -0.088
C  -5.188  -2.973  -0.214  -0.161
C  -8.352  3.685  0.829  -0.366
C  0.396  -5.803  -2.353  -0.073
C  -0.589  1.192  -3.971  -0.073
C  9.393  -8.662  -0.487  -0.073
C  -3.988  2.149  0.722  0.012
C  -3.069  4.808  0.974  -0.144
C  3.324  -7.803  -1.297  -0.144
C  -1.948  -4.448  -2.083  -0.165
C  -4.774  3.142  0.009  -0.101
H  -6.072  5.080  1.357  0.147
H  -6.556  7.453  -0.291  0.146
H  9.946  -7.853  1.426  0.107
H  -8.929  1.488  1.007  0.102
H  1.314  -6.357  -2.496  0.068
H  8.510  -9.270  -2.357  0.105
H  7.305  -4.412  -7.677  0.100
H  -2.937  4.423  -1.835  0.089
H  3.203  10.000  5.655  0.086
H  -3.670  0.257  -1.943  0.072
H  0.951  7.091  2.639  0.100
H  -6.320  6.137  -1.562  0.122
H  -4.652  4.982  -2.263  0.097
H  1.265  10.341  5.127  0.077
H  -5.254  -1.505  -3.119  0.100
H  4.016  9.344  10.428  0.098
H  3.654  -8.071  2.482  0.103
H  -1.835  -1.416  -2.207  0.086
H  -1.203  -3.745  -0.192  0.100
H  4.704  -9.810  1.033  0.110
H  -5.703  2.751  -0.556  0.101
H  2.742  7.598  9.177  0.103
H  -1.198  10.744  5.071  0.100
H  -3.530  1.231  0.180  0.067
H  5.055  -6.485  -4.941  0.097
H  -6.790  -5.348  -1.992  0.108
H  3.201  -7.675  -2.368  0.099
H  -1.658  3.052  -4.180  0.099
H  -4.816  -2.736  0.777  0.102
H  7.079  -7.166  -3.647  0.068
H  10.312  -9.217  -0.632  0.103
H  9.316  -6.411  -4.459  0.102
H  -5.963  -4.905  0.321  0.103
H  7.797  -6.607  1.677  0.104
H  0.265  1.506  -4.559  0.102
H  -2.620  9.214  3.702  0.085
H  0.946  -4.992  -0.441  0.085
H  -7.746  1.900  -0.369  0.088
H  -0.487  -6.413  -4.223  0.101
H  -3.430  6.195  -1.446  0.113
H  4.810  11.356  9.180  0.099
H  0.172  -0.775  -3.547  0.109
H  -1.525  7.349  2.456  0.044
H  -3.746  2.226  1.851  0.084
H  4.473  -9.614  -1.444  0.105
H  2.408  -6.206  1.385  0.101
H  -7.113  1.916  1.414  0.093
H  -2.898  -3.927  -2.017  0.081
H  2.322  7.931  6.738  0.100
H  9.436  -5.006  -6.520  0.099
H  6.100  -6.786  -0.145  0.100
H  -6.433  -3.613  -3.751  0.105

(2)
A 12-piece molecular cluster, C51H56F11NO35 overall at a distorted geometry, computed with ωB97M-V/def2-TZVPD.

Its SMILES is CC(C)=CCC[C@H](C)CCc1ccc2c(c1)C(=O)NC2=O.O=C1OC[C@@H](F)O1.O=C1OC[C@@H](F)O1.O=C1OC[C@@H](F)O1.O=C1OC[C@@H](F)O1.O=C1OC[C@@H](F)O1.O=C1OC[C@@H](F)O1.O=C1OC[C@@H](F)O1.O=C1OC[C@@H](F)O1.O=C1OC[C@@H](F)O1.O=C1OC[C@@H](F)O1.O=C1OC[C@@H](F)O1. As for the calculated total energy: -5763.70898 Ha. The orbital gap comes out at 5.50 eV. As for the maximum force: 3.11 eV/Å. As for the energy above the lowest of the compared OMol25 structures with the same formula, charge and spin: 0.00 kcal per mole. As for the HOMO energy: -6.439 eV.

Each line ends with the Löwdin charge.
Atoms and positions in Å:
F  -8.035  0.419  5.454  0.067
F  -11.686  -2.587  -0.796  0.081
F  12.429  1.521  3.578  0.080
F  7.173  0.113  3.934  0.075
F  -7.240  4.588  0.046  0.079
F  9.269  1.110  -0.012  0.088
F  7.140  1.962  -2.482  0.068
F  -0.383  2.832  -5.948  0.079
F  -16.436  -0.367  0.058  0.076
F  8.127  0.107  -6.728  0.074
F  -6.932  4.013  -6.271  0.087
O  -4.712  -1.249  3.731  0.131
O  4.789  2.682  1.215  0.179
O  -6.520  -1.235  9.285  0.182
O  -7.633  -0.300  7.557  0.132
O  -11.238  0.547  -3.908  0.171
O  12.073  2.504  1.574  0.114
O  5.840  1.914  -0.632  0.098
O  -5.821  3.043  -3.163  0.037
O  -7.369  -1.157  -0.048  0.105
O  -12.578  -1.650  1.831  0.174
O  1.522  2.324  -4.850  0.134
O  9.204  -3.208  0.992  0.181
O  -14.469  -2.814  1.471  0.078
O  -5.401  -0.517  7.470  0.079
O  -3.250  3.406  1.593  0.199
O  -5.071  4.319  0.620  0.144
O  7.608  1.882  -5.434  0.127
O  0.685  1.858  -2.823  0.082
O  -14.313  -0.695  0.750  0.128
O  5.509  4.121  -0.360  0.081
O  -3.596  3.136  -3.480  0.180
O  9.152  -0.957  0.889  0.080
O  -5.123  2.183  1.315  0.049
O  -11.591  -1.292  -2.644  0.129
O  5.968  2.781  -6.675  0.078
O  6.721  3.892  -4.876  0.181
O  -10.286  0.362  -1.879  0.069
O  9.578  -1.791  5.487  0.079
O  11.242  -0.285  5.654  0.179
O  11.029  3.734  -0.008  0.176
O  -5.009  3.510  -5.200  0.145
O  2.915  1.947  -3.113  0.172
O  10.196  -2.127  -0.715  0.084
O  9.337  0.240  4.560  0.116
O  10.500  3.994  2.162  0.079
N  -6.194  -0.914  1.970  0.164
C  -4.992  -1.784  0.241  -0.092
C  0.160  1.984  -5.042  -0.315
C  -15.755  -2.450  0.962  -0.053
C  -6.445  2.520  0.885  -0.060
C  -0.427  2.184  -3.669  -0.055
C  10.162  -0.584  5.276  -0.545
C  10.867  3.283  3.351  -0.041
C  0.791  -4.411  0.967  -0.391
C  -15.424  -1.268  0.085  -0.315
C  -4.365  3.316  1.218  -0.536
C  8.233  -1.712  5.001  -0.044
C  -4.167  -1.826  1.361  -0.067
C  1.251  -5.868  1.236  -0.070
C  6.311  3.952  -1.535  -0.048
C  9.965  -0.034  0.176  -0.300
C  11.180  3.443  1.129  -0.562
C  10.208  -0.753  -1.125  -0.037
C  6.051  2.522  -1.897  -0.320
C  9.491  -2.202  0.437  -0.554
C  -6.514  -0.738  8.212  -0.547
C  -6.946  3.365  -3.995  -0.038
C  4.235  -2.975  0.622  -0.088
C  2.764  -2.744  1.013  -0.176
C  -6.200  3.717  0.007  -0.305
C  -7.185  0.537  6.508  -0.316
C  8.329  -0.591  4.001  -0.316
C  -4.970  -1.335  2.556  -0.322
C  1.816  2.036  -3.547  -0.537
C  -0.562  -4.437  0.238  -0.154
C  -0.940  -2.991  -0.200  -0.144
C  6.401  1.602  -7.352  -0.056
C  -10.860  -1.824  -1.548  -0.303
C  -5.827  -0.032  6.190  -0.066
C  -6.377  3.166  -5.377  -0.308
C  12.209  2.709  2.972  -0.311
C  6.765  2.948  -5.591  -0.538
C  5.898  -1.326  1.626  -0.051
C  -3.212  -2.542  -1.071  -0.016
C  -4.521  -2.140  -0.983  0.001
C  7.094  0.844  -6.249  -0.315
C  -2.367  -2.591  0.018  -0.202
C  -10.428  -0.586  -0.809  -0.047
C  1.904  -3.713  0.156  -0.182
C  -6.369  -1.274  0.628  -0.351
C  -4.698  3.226  -3.908  -0.538
C  -2.873  -2.230  1.253  0.051
C  5.534  -1.358  -0.882  -0.046
C  5.325  2.891  0.181  -0.540
C  -11.057  -0.063  -2.908  -0.556
C  5.164  -1.944  0.455  -0.303
C  -13.677  -1.716  1.398  -0.558
H  2.265  -5.859  1.641  0.079
H  -9.490  -0.715  -0.279  0.103
H  6.008  4.642  -2.318  0.135
H  5.143  -0.346  -0.974  0.076
H  6.079  -0.254  1.483  0.075
H  5.357  -1.541  2.550  0.088
H  4.534  -4.013  0.455  0.098
H  -1.274  1.534  -3.472  0.133
H  -0.729  3.217  -3.494  0.144
H  2.512  -1.707  0.794  0.107
H  7.086  1.874  -8.157  0.146
H  -16.411  -2.177  1.790  0.146
H  7.921  -2.651  4.551  0.143
H  8.623  -0.904  2.999  0.142
H  7.561  -1.472  5.827  0.146
H  1.268  -6.369  0.262  0.079
H  5.557  1.060  -7.773  0.140
H  -0.644  -2.875  -1.243  0.111
H  10.868  0.178  0.752  0.171
H  -5.137  -2.089  -1.873  0.127
H  -0.422  -5.043  -0.666  0.117
H  6.438  0.206  -5.654  0.175
H  2.571  -2.903  2.087  0.100
H  -11.191  -0.237  -0.111  0.139
H  -7.063  2.756  1.754  0.150
H  -10.038  -2.437  -1.923  0.176
H  -1.340  -4.907  0.843  0.119
H  0.560  -6.389  1.902  0.077
H  0.625  -3.958  1.951  0.130
H  6.638  -1.261  -0.903  0.068
H  9.406  -0.581  -1.845  0.144
H  1.529  -3.121  -0.684  0.102
H  -6.220  0.096  2.101  0.137
H  -0.321  -2.302  0.388  0.122
H  5.174  2.369  -2.530  0.148
H  10.919  3.952  4.206  0.144
H  -5.969  3.469  -1.029  0.149
H  11.158  -0.488  -1.582  0.145
H  13.055  3.374  3.161  0.174
H  -16.205  -3.272  0.411  0.141
H  10.131  2.504  3.554  0.132
H  2.541  -4.486  -0.272  0.095
H  -15.142  -1.528  -0.937  0.175
H  -5.136  0.715  5.805  0.141
H  -6.448  2.144  -5.753  0.176
H  -2.228  -2.263  2.127  0.144
H  7.359  4.133  -1.289  0.150
H  -5.879  -0.857  5.488  0.110
H  0.091  0.961  -5.419  0.173
H  -6.901  1.693  0.341  0.131
H  -7.247  4.398  -3.816  0.151
H  6.864  -1.842  1.633  0.069
H  -7.176  1.574  6.850  0.172
H  5.263  -2.011  -1.716  0.080
H  -2.773  -2.805  -2.028  0.121
H  -7.790  2.711  -3.786  0.144

(3)
C51H56N3S3Sb2SiSr as an isolated structure, computed with ωB97M-V/def2-TZVPD.

As for the calculated total energy: -4136.71400 Ha. The orbital gap comes out at 6.42 eV. As for the charge: -1. As for the maximum force: 0.93 eV/Å. As for the energy above the lowest of the compared OMol25 structures with the same formula, charge and spin: 13.06 kcal per mole. As for the HOMO energy: -4.300 eV.

Each line ends with the Löwdin charge.
Atoms and positions in Å:
Sb  -0.485  0.318  -2.347  1.463
Sb  -1.885  2.515  2.229  1.498
Sr  -0.211  -0.907  1.460  0.782
S  -2.377  -1.886  3.084  0.426
S  0.421  0.013  4.062  0.423
S  2.173  -0.290  0.011  0.478
Si  5.376  -0.576  0.854  0.497
N  1.712  -2.384  1.597  -0.157
N  0.410  -1.398  7.437  0.137
N  -2.633  -3.525  6.329  0.135
C  3.345  -3.673  2.760  -0.061
C  1.092  3.183  2.524  -0.140
C  -4.406  -2.867  -1.802  -0.047
C  0.867  -5.063  -0.671  -0.036
C  0.005  -1.300  6.363  -0.317
C  0.353  -3.754  -3.197  -0.056
C  -0.503  -4.490  -0.948  -0.175
C  -2.048  -3.445  -2.500  -0.196
C  1.546  2.619  -2.927  -0.128
C  2.352  0.430  -3.468  -0.162
C  -1.520  -4.573  0.008  -0.182
C  2.671  -1.584  1.082  -0.770
C  -1.274  -5.184  1.366  -0.048
C  -3.495  1.707  -6.015  -0.100
C  2.436  4.744  1.280  -0.091
C  -2.204  2.214  -5.977  -0.094
C  3.766  2.343  -3.807  -0.092
C  -1.330  1.827  -4.968  -0.115
C  -2.583  1.847  -0.630  -0.399
C  -3.897  6.166  4.876  -0.104
C  7.001  -1.207  1.567  -0.197
C  0.085  4.532  0.821  -0.140
C  -2.348  -2.954  -3.898  -0.054
C  -1.958  5.193  3.832  -0.119
C  -2.802  -4.090  -0.291  -0.181
C  -1.566  -1.876  4.639  -0.788
C  4.037  -1.782  1.409  -0.248
C  2.758  3.165  -3.325  -0.087
C  -3.055  -3.490  -1.529  -0.179
C  -2.543  6.206  4.581  -0.094
C  -2.948  2.932  0.389  -0.385
C  5.586  -0.515  -1.005  -0.184
C  2.045  -3.380  2.425  -0.156
C  -4.080  4.087  3.685  -0.146
C  -3.031  0.417  -4.042  -0.168
C  1.311  5.126  0.561  -0.095
C  -0.042  3.547  1.799  -0.407
C  -1.127  1.936  -1.079  -0.426
C  -2.143  -2.782  5.597  -0.320
C  -2.722  4.125  3.371  -0.381
C  -3.910  -4.279  0.717  -0.051
C  2.323  3.777  2.266  -0.083
C  -3.909  0.806  -5.045  -0.089
C  4.340  -2.847  2.239  -0.079
C  3.560  0.973  -3.881  -0.102
C  5.056  1.125  1.562  -0.186
C  -0.486  -1.138  5.019  -0.782
C  -1.735  0.928  -3.984  -0.382
C  -0.765  -3.904  -2.193  -0.195
C  1.326  1.245  -2.996  -0.420
C  -4.667  5.102  4.427  -0.101
H  -5.723  5.057  4.662  0.098
H  0.119  -3.004  -3.949  0.058
H  4.350  0.323  -4.237  0.103
H  6.997  -1.212  2.659  0.031
H  1.369  -5.352  -1.592  0.068
H  5.373  -3.036  2.512  0.090
H  0.805  -5.954  -0.048  0.078
H  1.217  -3.944  2.841  0.111
H  2.918  4.234  -3.250  0.099
H  -1.740  -4.589  2.151  0.046
H  -3.416  -2.943  -4.103  0.071
H  -2.777  0.864  -0.178  0.080
H  4.190  1.586  1.087  -0.005
H  -0.900  5.241  3.605  0.089
H  -4.913  0.401  -5.071  0.101
H  -1.935  7.030  4.936  0.099
H  -1.873  2.913  -6.735  0.098
H  3.194  3.466  2.828  0.101
H  1.275  -3.442  -2.705  0.076
H  -4.318  -2.016  -2.478  0.047
H  1.512  -4.346  -0.157  0.073
H  -0.213  -5.251  1.593  0.049
H  -4.692  3.252  3.359  0.093
H  4.715  2.767  -4.110  0.099
H  -4.859  -2.497  -0.885  0.074
H  1.027  2.419  3.291  0.018
H  -0.969  2.871  -1.619  0.052
H  0.776  3.280  -2.547  0.083
H  1.389  5.887  -0.208  0.097
H  5.926  1.772  1.419  0.030
H  4.741  -0.015  -1.476  -0.014
H  -3.366  -0.299  -3.297  0.071
H  -4.892  -4.242  0.251  0.067
H  4.855  1.055  2.634  0.039
H  7.231  -2.218  1.223  0.028
H  7.817  -0.556  1.243  0.026
H  -1.888  -3.609  -4.639  0.083
H  -3.875  -3.533  1.516  0.029
H  5.662  -1.523  -1.419  0.034
H  6.504  0.024  -1.258  0.029
H  -0.323  2.228  -4.955  0.087
H  -3.821  -5.250  1.204  0.079
H  -4.010  2.889  0.645  0.048
H  3.398  5.196  1.068  0.098
H  -0.779  4.850  0.249  0.088
H  -1.968  -1.945  -4.082  0.044
H  -3.235  1.903  -1.509  0.094
H  -4.351  6.956  5.461  0.096
H  3.572  -4.490  3.428  0.101
H  -2.743  3.938  0.017  0.050
H  2.219  -0.645  -3.497  0.087
H  -1.686  -6.197  1.426  0.092
H  0.565  -4.691  -3.723  0.089
H  -0.431  1.952  -0.234  0.014
H  -4.176  2.011  -6.801  0.097
H  -5.110  -3.573  -2.254  0.092